{
  "formula": "C34H83N2O14",
  "method": "ωB97M-V with the def2-TZVPD basis set",
  "species": ["C", "N", "C", "C", "N", "C", "C", "C", "H", "H", "H", "H", "H", "H", "H", "H", "H", "H", "H", "H", "H", "C", "O", "C", "C", "O", "C", "H", "H", "H", "H", "H", "H", "H", "H", "H", "H", "C", "O", "C", "C", "O", "C", "H", "H", "H", "H", "H", "H", "H", "H", "H", "H", "C", "O", "C", "C", "O", "C", "H", "H", "H", "H", "H", "H", "H", "H", "H", "H", "C", "O", "C", "C", "O", "C", "H", "H", "H", "H", "H", "H", "H", "H", "H", "H", "C", "O", "C", "C", "O", "C", "H", "H", "H", "H", "H", "H", "H", "H", "H", "H", "C", "O", "C", "C", "O", "C", "H", "H", "H", "H", "H", "H", "H", "H", "H", "H", "C", "O", "C", "C", "O", "C", "H", "H", "H", "H", "H", "H", "H", "H", "H", "H"],
  "xyz": [[5.5270, -5.0242, 0.5567], [4.6579, -4.5481, -0.5317], [3.7851, -3.4473, -0.1784], [2.4332, -3.9565, 0.1933], [2.0347, -5.1059, -0.2010], [0.7073, -5.4909, 0.3168], [0.5450, -4.5116, 1.4924], [1.3920, -3.3072, 1.0373], [6.5351, -5.1852, 0.1791], [5.6046, -4.3049, 1.3763], [5.1805, -5.9779, 0.9562], [5.2286, -4.2684, -1.3157], [3.6419, -2.8027, -1.0521], [4.1486, -2.8128, 0.6375], [2.6299, -5.6948, -0.7797], [0.7243, -6.5337, 0.6214], [-0.0453, -5.3584, -0.4605], [-0.4970, -4.2282, 1.6078], [0.9408, -4.9517, 2.4052], [0.7781, -2.6754, 0.3801], [1.8294, -2.6808, 1.8107], [-1.2369, -0.5111, -1.5326], [0.1261, -0.6649, -1.1452], [0.9837, -0.9979, -2.2199], [1.7393, 0.2025, -2.7532], [0.8713, 1.1249, -3.3661], [0.5105, 2.2300, -2.5493], [-1.7553, -0.0283, -0.7074], [-1.3259, 0.1126, -2.4226], [-1.7076, -1.4806, -1.7226], [0.4206, -1.4696, -3.0319], [1.7106, -1.7338, -1.8444], [2.4515, -0.1386, -3.5122], [2.3065, 0.6737, -1.9418], [1.3486, 2.9234, -2.4285], [0.1637, 1.9136, -1.5648], [-0.3007, 2.7450, -3.0578], [8.1307, -3.1472, 3.4588], [8.4120, -3.3731, 2.0874], [8.0982, -2.2713, 1.2549], [9.3215, -1.4555, 0.8950], [9.8876, -0.8413, 2.0327], [11.0423, -1.4993, 2.5286], [8.6116, -3.9437, 4.0237], [8.5193, -2.1839, 3.7934], [7.0513, -3.1844, 3.6489], [7.3520, -1.6284, 1.7358], [7.6613, -2.6725, 0.3316], [9.0258, -0.6660, 0.1968], [10.0558, -2.0937, 0.3922], [11.8944, -1.3482, 1.8591], [10.8730, -2.5719, 2.6535], [11.2719, -1.0574, 3.4957], [-4.7055, -2.4159, -0.1581], [-4.4712, -1.7552, -1.3855], [-4.9402, -2.4729, -2.5177], [-6.2789, -1.9600, -3.0011], [-7.2992, -2.1681, -2.0442], [-7.6256, -1.0076, -1.2981], [-4.5140, -1.6990, 0.6391], [-5.7354, -2.7698, -0.0798], [-4.0281, -3.2713, -0.0364], [-5.0158, -3.5407, -2.2851], [-4.2030, -2.3491, -3.3172], [-6.5548, -2.5035, -3.9096], [-6.1999, -0.8976, -3.2542], [-8.1687, -0.2859, -1.9173], [-6.7333, -0.5239, -0.8921], [-8.2659, -1.3229, -0.4761], [-4.1269, 4.4296, 0.6269], [-3.1588, 5.2174, 1.2953], [-2.0184, 4.4932, 1.7180], [-0.8450, 4.6938, 0.7843], [-1.1037, 4.1772, -0.5104], [-1.4714, 5.1697, -1.4538], [-4.8414, 5.1132, 0.1705], [-3.6747, 3.8128, -0.1536], [-4.6593, 3.7830, 1.3330], [-2.2528, 3.4261, 1.7976], [-1.7431, 4.8540, 2.7137], [0.0240, 4.1653, 1.1885], [-0.5956, 5.7582, 0.7264], [-0.6050, 5.7725, -1.7457], [-2.2480, 5.8294, -1.0610], [-1.8559, 4.6555, -2.3332], [-9.8293, 5.3048, -3.7820], [-10.8730, 4.3678, -3.5961], [-10.6552, 3.1293, -4.2455], [-10.1759, 2.0627, -3.2859], [-8.8992, 2.3645, -2.7445], [-8.9541, 2.9121, -1.4409], [-10.0155, 6.1334, -3.1014], [-8.8517, 4.8698, -3.5591], [-9.8238, 5.6866, -4.8085], [-9.9337, 3.2455, -5.0613], [-11.6070, 2.8087, -4.6793], [-10.0925, 1.1135, -3.8240], [-10.9085, 1.9329, -2.4825], [-9.2110, 2.1395, -0.7065], [-9.6832, 3.7222, -1.3715], [-7.9647, 3.3032, -1.2085], [-6.8197, 8.7753, 2.9585], [-5.4061, 8.7655, 2.9308], [-4.8572, 7.8266, 2.0212], [-4.4254, 8.4696, 0.7225], [-5.5178, 8.9949, -0.0115], [-5.6768, 10.3946, 0.1256], [-7.1261, 9.6418, 3.5417], [-7.2438, 8.8517, 1.9542], [-7.2086, 7.8713, 3.4409], [-5.5802, 7.0288, 1.8161], [-3.9850, 7.3705, 2.4931], [-3.9446, 7.7071, 0.1016], [-3.6882, 9.2539, 0.9259], [-4.8861, 10.9327, -0.4085], [-5.6687, 10.7003, 1.1744], [-6.6373, 10.6552, -0.3153], [9.6232, -9.4018, 2.3609], [9.5613, -8.4265, 3.3847], [10.8287, -7.9027, 3.7464], [11.0796, -6.5442, 3.1296], [11.1503, -6.5967, 1.7160], [9.9457, -6.2150, 1.0786], [8.6013, -9.5986, 2.0401], [10.2075, -9.0528, 1.5059], [10.0594, -10.3343, 2.7334], [11.6249, -8.5948, 3.4542], [10.8493, -7.8053, 4.8357], [12.0362, -6.1606, 3.4960], [10.2932, -5.8475, 3.4432], [9.7749, -5.1399, 1.1827], [9.0870, -6.7518, 1.4929], [10.0467, -6.4678, 0.0233]],
  "homo_ha": -0.3724,
  "total_charge": 1,
  "energy_ha": -2507.5675
}